[1]
C38H37InN2P2S2 | the ωB97M-V functional and the def2-TZVPD basis

XYZ file:
```
82
Properties=species:S:1:pos:R:3
H -0.947 -3.339 5.353
H -2.086 1.104 -4.576
N -1.790 -2.329 -0.841
C -2.892 -4.430 -1.576
C -0.310 4.123 3.633
H -4.629 -4.672 -2.861
C -1.572 -1.599 4.264
H 2.521 -6.844 -1.918
H -0.847 -4.781 3.350
H 0.347 -3.563 -3.576
C 0.799 2.055 4.427
C -4.777 -0.122 -0.409
C -0.303 3.065 1.016
H -6.815 -2.699 1.624
H -2.202 -0.038 2.942
H -4.740 -4.126 -5.250
C 1.367 -4.079 -0.359
C -1.891 -1.076 3.021
N 0.610 0.986 1.893
H 2.017 -1.604 3.442
H 1.459 -5.734 -3.851
C 1.125 0.025 -4.512
H -2.247 -0.452 -2.688
H 2.488 -1.045 1.835
C 1.166 0.276 2.867
H 2.064 0.155 -5.032
C 1.301 0.814 4.157
C -3.689 -3.849 -5.195
C -1.133 -3.742 3.255
C 0.175 2.278 2.108
H 0.063 1.410 -5.759
H -3.565 -2.414 -1.993
H -1.231 5.826 2.755
C -1.292 -0.315 -3.183
H -1.629 -0.972 5.144
C -1.835 -1.889 1.888
S -0.161 2.548 -0.689
C -0.166 -1.032 -2.774
H -3.458 -4.509 -0.642
C 1.662 -1.098 2.548
H 0.861 -1.705 2.117
S -2.751 -5.097 -4.289
C -6.161 -0.075 -0.424
C -6.888 -1.008 0.304
H -1.183 4.917 0.469
H 1.934 -1.392 -3.130
C -6.239 -1.983 1.053
H -3.815 -6.169 -2.449
H -3.591 -2.853 -4.760
In -0.203 0.304 -0.013
H -6.671 0.689 -0.995
H -4.356 -2.787 1.677
C -0.812 4.311 1.285
H 1.786 0.225 4.923
H -2.100 -2.893 -2.843
H 1.343 -3.613 0.619
H 0.865 2.468 5.427
H -3.287 -3.827 -6.206
H -4.205 0.612 -0.966
C 0.811 -4.039 -2.722
H -1.443 -3.865 1.134
H -1.934 -4.936 -1.421
C -3.648 -5.124 -2.706
C -4.124 -1.105 0.340
C 1.999 -5.298 -0.529
C -0.826 4.837 2.592
C 2.029 -5.889 -1.787
C 0.770 -3.453 -1.456
P -2.342 -1.166 0.300
C 0.208 2.828 3.405
C -4.856 -2.036 1.080
H -7.969 -0.971 0.295
C -2.629 -2.968 -1.891
C 1.437 -5.266 -2.876
H 2.471 -5.786 0.312
H -0.279 4.534 4.633
C -1.207 0.560 -4.256
P -0.178 -1.964 -1.208
C -1.461 -3.226 2.008
C 1.049 -0.849 -3.441
C -1.189 -2.930 4.380
C -0.001 0.731 -4.919
```

charge	+2
DFT total energy	-3248.55535	Eh



[2]
C26H33Cl2N3Si2Tc | the ωB97M-V functional and the def2-TZVPD basis

XYZ file:
```
67
Properties=species:S:1:pos:R:3
H 0.167 4.488 3.868
C -3.052 -1.490 1.336
C 0.690 2.952 2.464
C -1.533 3.881 2.750
H 2.169 -0.866 -3.057
H -3.452 -1.524 -1.581
H 2.375 1.070 3.211
H -2.217 4.555 3.248
H -0.071 -0.774 -4.012
C -0.342 -1.387 -0.341
Si -1.022 -1.975 -2.006
Cl 1.141 2.973 -1.819
H 4.637 0.188 3.466
C -0.969 -3.733 1.377
C -2.849 -2.328 -2.004
H -0.326 -4.339 -2.142
N -1.485 1.416 0.002
H 5.776 -1.585 -0.863
C 2.902 -0.029 0.043
H -1.683 -0.167 -3.635
C 4.170 0.134 2.492
H 0.279 4.785 -3.031
C -1.107 2.188 1.069
H -0.220 -3.571 -3.720
H 0.712 -1.031 2.654
H -3.638 -2.200 0.752
C 2.249 0.637 1.117
H -4.715 2.256 -0.202
Cl -1.490 3.234 -3.109
H -4.066 3.718 1.701
H -2.986 0.830 -1.272
C -3.704 2.266 0.177
C -2.010 3.058 1.702
C -0.213 3.835 3.094
C 0.195 3.714 -3.166
H -3.386 -1.578 2.374
H -3.184 -2.490 -3.032
H 5.835 -0.835 1.572
H -0.299 0.505 -2.893
C 4.198 -0.552 0.189
H -0.597 -1.663 3.639
C -0.732 -0.476 -3.196
H -3.315 -0.484 1.009
C -3.340 3.067 1.230
H 0.608 -1.928 -0.202
C -2.738 1.455 -0.423
H -0.735 -0.052 2.949
C -0.374 -1.064 2.753
H 0.081 -3.986 1.539
C -0.037 -3.419 -2.654
Tc 0.199 0.488 -0.853
H -3.070 -3.240 -1.447
H 4.480 -1.761 -2.979
H 0.648 3.379 -4.091
Si -1.221 -1.880 1.296
N 2.197 -0.172 -1.123
C 4.774 -1.181 -0.935
H 1.038 -3.294 -2.509
H -1.539 -4.157 2.207
C 2.763 -0.774 -2.156
C 2.872 0.667 2.342
C 0.247 2.090 1.488
H 1.729 2.987 2.753
N 0.983 1.133 0.780
H -1.299 -4.242 0.469
C 4.835 -0.441 1.447
C 4.063 -1.284 -2.104
```

<S²>	3.79
2S+1	4
charge	+2
DFT total energy	-2754.55968	Eh



[3]
C10H11N3 | the ωB97M-V functional and the def2-TZVPD basis

XYZ file:
```
24
Properties=species:S:1:pos:R:3
C 0.433 -0.147 1.755
C 0.289 1.508 -1.780
H 1.092 1.593 0.669
H -0.595 -0.705 1.867
H -0.936 -3.249 0.444
H 0.935 2.077 -1.091
N -1.826 -1.355 -4.151
H 0.882 0.998 -2.588
N -1.368 -2.710 -0.332
H 3.342 -1.697 2.125
C -1.640 -0.909 -3.088
H -0.132 2.077 1.914
C 0.152 1.226 1.247
C -0.632 0.519 -1.039
H 2.767 -1.150 3.850
C 1.579 -0.614 2.220
C -1.020 -1.656 -0.802
H -1.187 2.304 -0.030
C -1.016 1.156 0.302
C -1.398 -0.547 -1.758
H -0.452 2.227 -2.240
C 2.672 -1.090 2.702
N -0.024 -0.768 -1.008
H -1.918 0.912 0.813
```

structure (SMILES)	[H]/N=C1\N2[C@](C)(CCC=C=C)[C@]12C#N
DFT total energy	-551.68363	Eh